1.
# C17H17N3NaO2S

C17H17N3NaO2S as an isolated structure (the ωB97M-V functional and the def2-TZVPD basis, the Open Molecules 2025 dataset).

Cartesian coordinates (Å):
Na 0.3193 0.0426 0.3820
C 2.3800 3.2487 -1.7544
C 1.5206 2.0105 -1.5468
O 1.7092 1.4253 -0.4304
C 0.6261 1.6707 -2.5586
C -0.3504 0.5821 -2.5655
C -1.3373 0.5353 -3.7052
N -0.3692 -0.2956 -1.6222
N -1.3813 -1.2788 -1.6715
C -1.4700 -1.8949 -0.5154
O -0.8464 -1.7086 0.5912
C -2.5165 -2.9958 -0.4926
C -2.9148 -3.5340 0.7258
C -3.8674 -4.5458 0.7804
C -4.4280 -5.0412 -0.3874
C -4.0307 -4.5122 -1.6115
C -3.0858 -3.4984 -1.6627
H 3.3758 3.0533 -1.3521
H 1.9579 4.0823 -1.1857
H 2.4624 3.5557 -2.7990
H 0.6193 2.3139 -3.4307
H -1.1456 1.3482 -4.4056
H -2.3601 0.6087 -3.3316
H -1.2794 -0.4224 -4.2260
H -2.4543 -3.1379 1.6213
H -4.1704 -4.9483 1.7407
H -5.1680 -5.8324 -0.3499
H -4.4578 -4.8905 -2.5333
H -2.7705 -3.0671 -2.6032
S 0.3152 1.0879 3.2376
C 1.6989 0.2597 2.7836
N 1.6176 -1.0725 2.4763
C 2.6300 -1.8460 2.0077
C 3.8650 -1.3131 1.8368
C 4.0186 0.0743 2.1054
C 2.9868 0.8383 2.5402
H 0.6779 -1.4627 2.5138
H 2.3561 -2.8622 1.7668
H 4.6688 -1.9221 1.4547
H 4.9744 0.5451 1.9084
H 3.0719 1.9067 2.6641

Results
Charge: -1
Orbital gap in eV: 5.3732
2S+1: 1
LUMO energy in eV: 2.2
Molar mass in g mol⁻¹: 350.40


2.
# C17H17N5O3S

The molecule C17H17N5O3S (the ωB97M-V functional and the def2-TZVPD basis, the Open Molecules 2025 dataset).

Cartesian coordinates (Å):
C -7.0815 -2.1736 0.7788
O -5.8210 -2.5069 0.2502
C -4.9236 -1.5054 0.0315
C -3.6858 -1.8989 -0.4803
C -2.7083 -0.9648 -0.7381
C -2.9405 0.3877 -0.4932
N -1.9038 1.2891 -0.7740
C -1.8688 2.6234 -0.5763
O -2.7843 3.3206 -0.2086
C -0.5331 3.2877 -0.9287
S 0.9235 2.2096 -1.0077
C 0.9932 1.7294 0.6538
N 0.0998 2.0849 1.5548
N 0.4857 1.5375 2.6929
N 1.5489 0.8719 2.5556
N 1.9335 0.9505 1.2672
C 3.0955 0.3126 0.8167
C 3.4416 0.2624 -0.5247
C 4.6019 -0.3802 -0.9200
C 5.4286 -0.9839 0.0229
O 6.5819 -1.6356 -0.2568
C 7.0074 -1.7220 -1.5969
C 5.0671 -0.9322 1.3737
C 3.9171 -0.2930 1.7685
C -4.1694 0.7826 0.0157
C -5.1525 -0.1562 0.2764
H -7.6362 -1.5095 0.1079
H -6.9933 -1.7046 1.7639
H -7.6183 -3.1160 0.8759
H -3.5149 -2.9474 -0.6651
H -1.7531 -1.2848 -1.1314
H -1.0558 0.8531 -1.1167
H -0.6104 3.7348 -1.9219
H -0.3422 4.0744 -0.1992
H 2.8165 0.7196 -1.2747
H 4.8455 -0.4012 -1.9697
H 7.1873 -0.7311 -2.0253
H 7.9427 -2.2784 -1.5721
H 6.2822 -2.2612 -2.2142
H 5.7138 -1.4044 2.0952
H 3.6326 -0.2500 2.8074
H -4.3543 1.8249 0.2128
H -6.0950 0.1846 0.6736

Results
Orbital gap in eV: 8.2252
2S+1: 1
LUMO energy in eV: 0.3
Molar mass in g mol⁻¹: 371.42
Structure (SMILES): COc1ccc(NC(=O)CSc2nnnn2-c2ccc(OC)cc2)cc1


3.
# C17H17N6ORuS2

C17H17N6ORuS2 as an isolated structure (the ωB97M-V functional and the def2-TZVPD basis, the Open Molecules 2025 dataset).

Cartesian coordinates (Å):
Ru 0.3952 0.8548 0.8185
O 1.8438 1.2647 2.0110
N 2.8782 2.0524 1.5510
C 3.8349 2.3633 2.4482
C 4.8986 3.1287 2.0456
C 4.9604 3.5596 0.7202
C 3.9582 3.2168 -0.1680
C 2.8914 2.4410 0.2695
S 1.5560 1.9535 -0.7550
H 3.6820 1.9720 3.4430
H 5.6669 3.3815 2.7617
H 5.7915 4.1650 0.3843
H 3.9814 3.5403 -1.1993
N -1.8879 -1.9016 -1.5759
C -2.7398 -1.2911 -2.4924
C -3.5381 -2.0607 -3.3265
C -4.3603 -1.4238 -4.2352
C -4.4004 -0.0189 -4.3272
C -3.6183 0.7549 -3.5068
C -2.7755 0.1203 -2.5771
S -1.7749 1.0877 -1.5971
N -1.0123 0.0191 -0.5748
C -1.1040 -1.2913 -0.6766
C -0.2676 -2.1139 0.2379
C -0.3347 -3.4908 0.3093
C 0.5303 -4.1563 1.1781
C 1.4158 -3.4185 1.9364
C 1.4080 -2.0318 1.8184
N 0.5864 -1.3958 0.9916
H -1.8598 -2.9126 -1.6042
H -3.5171 -3.1417 -3.2639
H -4.9871 -2.0153 -4.8896
H -5.0544 0.4495 -5.0501
H -3.6462 1.8355 -3.5717
H -1.0350 -4.0766 -0.2710
H 0.5018 -5.2352 1.2509
H 2.1057 -3.8962 2.6180
H 2.0770 -1.4097 2.3992
N -1.0168 0.7373 2.8127
N -1.0119 2.0499 2.1868
H -1.9559 0.4811 3.1063
H -0.4407 0.7745 3.6490
H -0.6734 2.7733 2.8164
H -1.9514 2.3054 1.8985

Results
Charge: +3
Orbital gap (alpha / beta) in eV: 7.1167 / 5.8457
2S+1: 5
LUMO energy (alpha / beta) in eV: -9.9 / -11.8
Molar mass in g mol⁻¹: 486.57


4.
# C17H17NO6S2

C17H17NO6S2 as an isolated structure (the ωB97M-V functional and the def2-TZVPD basis, the Open Molecules 2025 dataset).

Cartesian coordinates (Å):
C -4.0194 -3.6393 0.4050
H -4.6551 -4.4396 0.1971
O -4.4887 -2.3874 -0.2572
C -3.7088 -1.4302 -0.4006
C -3.3795 -0.8999 0.8083
H -2.8268 -1.4701 1.6141
H -4.4038 -0.5937 1.6745
O -2.7424 0.5240 0.6175
C -1.4587 0.4328 0.3590
O -0.7820 -0.6942 0.3730
C -0.8483 1.9107 0.2663
C -1.4765 3.0520 0.0900
O -0.4362 3.7358 -0.1583
C 0.7783 3.4004 -0.1074
C 1.9812 3.8753 -0.5133
C 3.0147 3.0179 -0.3053
C 2.9969 1.5015 -0.1942
C 1.6841 1.0368 0.0629
C 0.7210 2.0331 -0.0315
H 1.5704 0.0802 0.2420
N 4.0367 0.8356 -0.4095
S 4.1487 -0.3677 0.8875
O 3.6777 -0.0666 2.0626
O 5.5957 -0.7390 0.8317
C 3.3184 -1.5627 -0.2884
C 3.4506 -2.1140 -1.3560
C 2.4630 -3.3621 -1.6094
C 1.7816 -3.3703 -0.5316
S 2.0947 -2.6454 0.9935
H 1.0240 -4.3275 -0.3474
H 2.3396 -3.5243 -2.6221
H 3.9943 -1.7233 -2.1985
H 4.9929 1.3474 -0.4616
H 4.0440 3.3367 -0.6332
H 2.0616 4.8892 -0.5191
C -2.7427 3.5806 0.3802
H -2.8393 4.4506 -0.0236
H -3.1352 3.1841 1.6176
H -3.4372 2.8693 -0.3296
H -2.9535 -1.5850 -0.7802
H -4.2047 -0.7499 -0.8462
H -3.9811 -3.4468 1.6232
H -3.2498 -3.9551 -0.1818

Results
Orbital gap in eV: 8.3954
2S+1: 1
LUMO energy in eV: 0.4
Molar mass in g mol⁻¹: 395.46


5.
# C17H18BClN6O2Zn

C17H18BClN6O2Zn as an isolated structure (the ωB97M-V functional and the def2-TZVPD basis, the Open Molecules 2025 dataset).

Cartesian coordinates (Å):
H -0.2854 2.9407 0.9591
N -0.0940 1.8674 -0.8328
B 0.5347 0.7478 -2.9493
N 0.5371 1.9929 -2.0142
C 1.1512 3.1879 -2.0163
Zn -0.9238 -1.0784 -0.2308
H 1.6655 3.5447 -2.8963
C 0.9171 3.7943 -0.7836
H 1.2574 4.7535 -0.4573
C 0.1169 2.9247 -0.0455
H 0.9296 1.0581 -4.0412
C -1.2955 -2.9299 0.3258
H -1.8301 -2.8460 1.2848
H -0.3789 -3.4858 0.5281
H -1.8874 -3.4504 -0.4377
N -0.9007 0.0717 -2.9691
N 1.4632 -0.3062 -2.2913
N -1.5699 -0.4929 -1.8323
N 1.1116 -0.8622 -1.0781
C -1.6473 -0.1240 -4.0679
C 2.6312 -0.8225 -2.7207
H -1.2583 0.1536 -5.0409
H 3.0288 -0.5165 -3.6818
C -2.8536 -0.7091 -3.7004
C 3.0794 -1.7285 -1.7565
C -2.7924 -0.8778 -2.3151
C 2.0869 -1.7283 -0.7576
H -3.6604 -0.9610 -4.3633
H 3.9716 -2.3256 -1.7694
H -3.5518 -1.3056 -1.6760
H 2.0439 -2.2973 0.1570
H -0.6948 1.0659 -0.6797
Cl 1.0370 0.6681 8.1457
C 0.9390 0.2880 6.4810
C 1.2279 -1.0157 6.0440
C 1.1254 -1.3236 4.6863
C 0.6873 -0.3647 3.7607
C 0.4621 0.9431 4.1928
C 0.5822 1.2763 5.5489
C 0.5005 -0.7918 2.3117
O 1.1602 -1.8064 2.0028
O -0.3166 -0.1184 1.5631
H 1.5289 -1.7718 6.7631
H 1.3865 -2.3233 4.3431
H 0.1909 1.6969 3.4560
H 0.3938 2.2879 5.8952

Results
Orbital gap in eV: 8.0071
2S+1: 1
LUMO energy in eV: 0.2
Molar mass in g mol⁻¹: 450.03


6.
# C17H18BN7O3SV

C17H18BN7O3SV as an isolated structure (the ωB97M-V functional and the def2-TZVPD basis, the Open Molecules 2025 dataset).

Cartesian coordinates (Å):
H 0.4941 -2.0351 2.3257
N 0.6467 -1.6224 0.2436
B 1.2003 -1.8334 -2.2446
N 0.8736 -2.4535 -0.8593
C 0.9343 -3.7332 -0.4547
V 0.4610 0.4349 -0.2108
H 1.1142 -4.5178 -1.1773
C 0.7601 -3.7684 0.9270
H 0.7476 -4.6337 1.5620
C 0.6066 -2.4271 1.3290
H 1.5439 -2.6631 -3.0378
C 0.8856 2.3467 0.3220
H 0.5752 2.9175 1.1992
H 0.0234 2.4091 -0.3877
H 1.7588 2.8264 -0.1123
N 2.3162 -0.7958 -1.9722
N -0.0254 -1.0334 -2.7290
N 2.0944 0.2557 -1.0489
N -0.5364 -0.0124 -1.9234
C 3.5754 -0.7276 -2.4087
C -0.7305 -1.1082 -3.8656
H 3.9328 -1.4520 -3.1262
H -0.4555 -1.8281 -4.6256
C 4.2159 0.3507 -1.7950
C -1.7470 -0.1531 -3.8193
C 3.2824 0.9372 -0.9443
C -1.5989 0.5036 -2.5885
H 5.2313 0.6762 -1.9405
H -2.4914 0.0432 -4.5672
H 3.3686 1.7767 -0.2806
H -2.1810 1.2937 -2.1481
H 1.1903 1.2352 0.8290
O -2.2520 2.3591 -0.3099
C -2.2365 1.6874 0.7365
N -1.3590 0.6409 0.9684
S -1.6462 -0.1730 2.3996
O -2.2564 -1.4589 2.1872
O -0.4750 -0.0941 3.2439
C -2.8610 0.9964 2.9168
C -3.4931 1.0659 4.1543
C -4.3888 2.1231 4.3725
C -4.6187 3.0818 3.3684
C -3.9673 2.9905 2.1382
C -3.0918 1.9213 1.9188
H -3.2791 0.3125 4.9091
H -4.9063 2.2032 5.3288
H -5.3122 3.9026 3.5597
H -4.1071 3.7178 1.3397

Results
Orbital gap (alpha / beta) in eV: 7.9100 / 9.2702
2S+1: 4
LUMO energy (alpha / beta) in eV: 0.4 / 0.3
Molar mass in g mol⁻¹: 462.20


| no. | E_tot (eV) |
| --- | --- |
| 1 | -41724.47442 |
| 2 | -42331.63884 |
| 3 | -53117.28739 |
| 4 | -53331.88753 |
| 5 | -92574.86670 |
| 6 | -71694.34010 |